Entry 1:
Computed, not measured: a molecular structure, C14H17IN2ORu in a non-equilibrium geometry, with ωB97M-V with the def2-TZVPD basis set.

Each line ends with the Löwdin spin population.
Positions of all 36 atoms, in Å:
C 0.82 0.80 3.22  0.021
C 0.88 -0.74 3.18  0.022
H 1.86 0.97 3.18  0.002
H 0.36 0.93 4.30  0.005
H 0.30 1.64 2.70  0.014
H 0.94 -1.67 2.58  0.013
H 1.87 -0.85 3.74  0.005
H 0.02 -0.87 3.76  0.002
C 0.46 2.58 -0.61  0.105
C 0.59 3.43 -1.71  0.170
C 0.49 2.87 -2.99  -0.011
C 0.27 1.50 -3.17  0.142
H 0.50 2.92 0.44  0.002
H 0.76 4.48 -1.55  0.007
H 0.62 3.50 -3.86  -0.003
H 0.24 0.96 -4.11  0.004
N 0.27 1.28 -0.78  0.074
C 0.16 0.70 -2.01  0.081
C 0.02 -0.77 -2.01  0.077
N 0.06 -1.36 -0.78  0.072
C -0.01 -2.67 -0.59  0.103
C -0.14 -2.97 -2.98  -0.012
C -0.12 -3.53 -1.68  0.165
H 0.00 -2.98 0.46  0.003
H -0.19 -4.59 -1.52  0.007
C -0.06 -1.59 -3.16  0.142
H -0.04 -1.06 -4.11  0.004
H -0.20 -3.62 -3.84  -0.003
Ru 0.24 -0.05 0.91  2.495
I 2.93 -0.23 0.55  0.273
C -2.32 0.19 2.53  -0.011
C -1.74 0.07 1.12  -0.036
O -2.43 0.07 0.11  0.066
H -1.50 0.26 3.22  0.002
H -2.96 -0.66 2.81  -0.001
H -2.96 1.07 2.66  -0.001

Energy, eV: -30482.35944
Spin multiplicity: 5
Total charge: +2

Entry 2:
Computed, not measured: a molecular structure, C32H36Br3CrN2O3P, with ωB97M-V with the def2-TZVPD basis set.

Each line ends with the Löwdin spin population.
Positions of all 78 atoms, in Å:
Cr 1.63 -0.35 0.88  3.708
Br 6.06 4.88 -2.14  0.000
C 4.90 3.77 -1.15  0.003
C 4.51 4.16 0.15  0.007
C 3.67 3.37 0.88  0.000
C 3.14 2.15 0.38  0.014
O 2.34 1.47 1.12  0.042
C 3.56 1.77 -0.93  0.007
C 3.19 0.53 -1.54  0.030
N 2.40 -0.36 -1.03  0.010
C 2.16 -1.57 -1.72  0.004
C 2.31 -1.78 -3.07  0.000
C 2.05 -3.05 -3.64  -0.001
C 1.64 -4.10 -2.86  0.000
C 1.46 -3.91 -1.47  0.000
C 1.06 -4.95 -0.59  0.012
C 0.92 -4.69 0.74  -0.001
C 1.13 -3.37 1.21  0.017
N 1.49 -2.40 0.41  0.009
C 1.70 -2.64 -0.91  0.010
C 4.44 2.60 -1.67  0.005
H 4.89 5.08 0.56  0.000
H 3.36 3.66 1.88  0.000
H 3.66 0.33 -2.50  0.000
H 2.60 -0.97 -3.73  0.000
H 2.17 -3.18 -4.70  0.000
H 1.45 -5.07 -3.30  0.000
H 0.89 -5.94 -0.99  0.001
H 0.63 -5.45 1.44  0.000
H 0.99 -3.10 2.25  0.000
H 4.75 2.28 -2.66  0.000
Br 0.99 3.20 3.88  0.001
C -0.12 4.45 2.92  0.000
Br 0.08 4.35 1.01  0.000
H 0.15 5.45 3.23  0.000
H -1.15 4.22 3.15  0.000
C -2.35 -2.33 1.46  0.000
C -2.65 -1.63 0.13  0.005
C -2.40 -2.62 -1.01  0.000
C -4.12 -1.20 0.16  0.002
P -1.40 -0.22 -0.04  0.028
C -2.08 0.98 1.18  0.002
C -3.04 1.96 0.96  0.001
C -3.54 2.72 2.00  0.000
C -3.10 2.51 3.30  0.000
C -2.13 1.55 3.54  0.000
C -1.61 0.81 2.49  0.002
C -1.53 0.51 -1.77  0.002
C -2.90 0.74 -2.41  0.001
C -0.77 1.85 -1.70  0.001
C -0.73 -0.44 -2.70  0.000
H -2.94 -3.25 1.52  0.000
H -2.61 -1.71 2.31  0.000
H -1.29 -2.59 1.55  0.000
H -3.04 -3.50 -0.86  0.000
H -1.36 -2.97 -1.02  0.000
H -2.63 -2.21 -1.99  0.000
H -4.74 -2.10 0.27  0.000
H -4.44 -0.70 -0.75  0.000
H -4.32 -0.54 1.00  0.000
H -3.42 2.14 -0.03  0.000
H -4.29 3.48 1.80  0.000
H -3.51 3.09 4.12  0.000
H -1.75 1.39 4.54  0.000
H -0.82 0.10 2.70  0.001
H -3.57 1.36 -1.82  0.000
H -3.41 -0.21 -2.60  0.000
H -2.75 1.23 -3.38  0.000
H -0.61 2.21 -2.72  0.000
H 0.20 1.73 -1.22  0.001
H -1.32 2.61 -1.15  0.000
H -0.38 -1.35 -2.20  0.000
H -1.35 -0.77 -3.54  0.000
H 0.15 0.06 -3.10  0.000
O 1.57 -1.72 4.75  0.009
C 1.88 -0.90 3.90  0.012
O 1.27 -0.71 2.78  0.050
H 2.74 -0.22 4.08  0.002

Energy, eV: -290732.07360
Spin multiplicity: 5
Energy above the lowest of the compared OMol25 structures with the same formula, charge and spin, kcal per mole: 0.0